(1)
The following is a quantum chemistry calculation of a cluster of 3 separate species, C6H24N5O5P2 in total, from OMol25.

```
42
Properties=species:S:1:pos:R:3
C 3.88534 0.52276 -0.13138
C 2.90001 1.04306 -1.17055
O 1.98899 0.07025 -1.57397
P 0.29696 0.28757 -1.08770
C -1.49869 0.60397 -0.50065
C -1.61766 2.00725 0.05391
O -2.49087 2.11436 1.20756
P 0.13818 -1.94336 -0.54914
N 1.24715 -2.13558 0.75624
O 1.18506 -2.64921 -1.66586
H 4.44365 -0.33243 -0.51857
H 3.34794 0.20110 0.76342
H 4.59766 1.30024 0.16344
H 3.46210 1.39240 -2.05011
H 2.37010 1.92474 -0.77072
H 0.75693 0.61629 0.30155
H 0.40973 1.69266 -1.47411
H -0.12080 -0.12369 -2.44140
H -1.76608 -0.11262 0.28426
H -2.19165 0.44278 -1.33072
H -0.62245 2.37655 0.33601
H -2.03769 2.71248 -0.66291
H -2.09596 1.57677 1.90594
H 1.98174 -1.42968 0.75300
H 0.76595 -2.10925 1.64628
H 0.98486 -2.30928 -2.54940
C -4.74106 5.20656 1.68999
O -5.49282 4.69285 0.88183
N -4.95427 6.49674 2.13793
N -3.65248 4.59342 2.22450
H -4.34685 6.96411 2.78218
H -5.73962 6.98515 1.75364
H -3.38311 3.65563 1.93735
H -3.07820 5.06128 2.89942
C 1.63740 -6.40394 -1.22365
O 1.06853 -6.44052 -2.30196
N 2.00918 -7.57779 -0.58695
N 1.96262 -5.27337 -0.55481
H 2.45644 -7.59884 0.30857
H 1.77158 -8.43598 -1.04454
H 1.72609 -4.35793 -0.92536
H 2.43607 -5.30753 0.32740
```

Values from the calculation:
* highest occupied orbital energy: -3.3193 eV
* total charge: -1
* 2S+1: 1

(2)
The following is a quantum chemistry calculation of a cluster of 6 separate species, C6H24O6 in total in a non-equilibrium geometry, from OMol25.

```
36
Properties=species:S:1:pos:R:3
C -5.66915 10.54958 2.89972
C -6.99881 9.93111 3.08954
O -7.84880 10.19076 1.96251
H -5.60613 11.54218 3.24830
H -5.56182 10.64265 1.80185
H -4.80671 10.01745 3.38952
H -7.41981 10.34653 3.97507
H -6.87408 8.89711 3.27594
H -8.75164 10.14704 2.22357
C -13.88343 9.02880 1.78716
C -13.34466 7.99027 2.69048
O -11.90772 7.91053 2.83207
H -13.29292 9.90626 1.90546
H -14.88857 9.25977 2.07091
H -13.91143 8.72132 0.73113
H -13.60266 6.96313 2.32329
H -13.76537 8.06924 3.71335
H -11.67133 7.54861 2.00012
C -7.10765 7.18265 0.86746
C -6.84655 7.75790 -0.45871
O -7.82721 8.65619 -1.01795
H -7.45363 8.02346 1.47698
H -6.18345 6.66778 1.26837
H -7.90004 6.40452 0.89113
H -6.64868 7.10696 -1.35533
H -5.90453 8.33404 -0.35445
H -7.73499 9.47809 -0.51094
O -10.24807 9.98165 2.77369
H -10.28474 10.53605 3.53028
H -10.94406 9.24552 2.97795
O -12.69545 7.46949 -1.36061
H -11.91526 7.92616 -0.94954
H -12.28160 6.77248 -1.84942
O -10.55419 8.47491 0.26175
H -9.73021 8.58930 -0.27139
H -10.58227 9.38264 0.66025
```

Values from the calculation:
* ΔE to the lowest compared entry with this formula, charge and spin: 151.6 kJ/mol
* highest occupied orbital energy: -10.1676 eV
* SMILES: CCO.CCO.CCO.O.O.O
* 2S+1: 1

(3)
The following is a quantum chemistry calculation of a cluster of 7 separate species, C6H25NO6 in total in a non-equilibrium geometry, from OMol25.

```
38
Properties=species:S:1:pos:R:3
C 0.79352 -2.24702 1.95507
C -0.03014 -1.20613 1.96398
C 0.42808 0.22602 1.93714
C -0.14330 0.93552 0.71255
N -0.49362 2.36528 0.82761
C -0.32646 3.08612 -0.45298
C 1.01610 3.05790 -1.17372
H 0.42519 -3.26057 2.01241
H 1.85561 -2.05291 1.92369
H -1.10368 -1.32997 1.99394
H 1.49073 0.44772 1.93113
H -0.10904 0.59295 2.82707
H -0.90683 0.43079 0.12318
H 0.63597 0.84266 -0.04963
H 0.08513 2.79347 1.53580
H -0.31439 4.11420 -0.06568
H -1.21098 2.93705 -1.06823
H 1.01888 3.60415 -2.11999
H 1.76277 3.40548 -0.46088
H 1.41399 2.11610 -1.56922
O -1.26684 -1.64707 -2.28090
H -1.37136 -2.29044 -2.98641
H -2.13521 -1.18603 -2.14070
O 0.33637 -3.35705 -1.04290
H 0.33270 -3.75657 -0.19519
H -0.38143 -2.71848 -1.25738
O 2.86805 -2.09759 -0.93720
H 3.27316 -2.79488 -0.41339
H 1.97482 -2.43486 -1.12226
O -3.63474 -0.56406 -1.67683
H -3.79866 -0.89232 -0.79000
H -3.41476 0.36900 -1.69894
O 3.07752 0.47261 0.04652
H 3.70966 0.68242 -0.64210
H 2.91567 -0.48502 0.09334
O -3.05762 0.42975 1.12306
H -2.35642 1.09540 1.11416
H -3.35845 0.31641 2.02385
```

Values from the calculation:
* ΔE to the lowest compared entry with this formula, charge and spin: 197.7 kJ/mol
* highest occupied orbital energy: -8.9260 eV
* SMILES: C=CCCNCC.O.O.O.O.O.O
* 2S+1: 1

Values of gap between HOMO and LUMO, in order: 0.2184 0.3946 0.3474, all in Ha.
Values of E_LUMO, in order: 2.6 0.6 0.5, all in eV.